Entry 1:
{"formula": "C4H33N2O13", "method": "wB97M-V/def2-TZVPD", "de_lowest_kj_mol": 173.6, "total_charge": 1, "homo_lumo_gap_ev": 10.30, "homo_ev": -12.780, "elements": ["C", "C", "C", "N", "C", "N", "H", "H", "H", "H", "H", "H", "H", "H", "H", "O", "H", "H", "O", "H", "H", "O", "H", "H", "O", "H", "H", "O", "H", "H", "O", "H", "H", "O", "H", "H", "O", "H", "H", "O", "H", "H", "O", "H", "H", "O", "H", "H", "O", "H", "H", "O"], "coordinates": [[-0.3196, 1.6227, -2.8707], [-0.5143, 0.2353, -2.4398], [-0.8218, -0.8791, -3.1634], [-1.1096, -1.9118, -2.3032], [-0.9289, -1.4564, -1.0553], [-0.6810, -0.1127, -1.1160], [0.5009, 2.1269, -2.2922], [-0.9900, 2.3378, -2.3976], [0.1027, 1.7102, -3.8924], [-0.6404, -0.9808, -4.2153], [-1.1124, -2.8689, -2.6716], [-1.0613, -1.9864, -0.1125], [1.8349, 0.0733, 2.8564], [-0.6844, -5.4763, -1.2638], [-0.0481, -4.3837, -0.4997], [-0.5144, -4.5226, -1.3313], [0.3265, -0.5393, 3.2467], [-0.2125, 0.8632, 1.8691], [0.9120, 0.2344, 3.0260], [-2.1025, 0.2233, 1.3294], [-3.2602, 0.0859, 2.3419], [-2.9166, -0.3148, 1.5135], [-3.5106, -0.8696, -1.4249], [-3.6925, -0.5518, 0.0871], [-3.8522, -0.1984, -0.8394], [4.7891, -0.8410, -0.5404], [5.4700, 0.5169, -0.2547], [4.6995, 0.1364, -0.6715], [-2.0486, 3.5270, 0.4091], [-1.1084, 4.7507, 0.5185], [-1.2513, 3.8619, 0.8812], [-0.2399, 0.4130, -0.2962], [-1.0186, 2.2045, 1.2998], [-0.8867, 1.2343, 1.2673], [-1.4483, -2.1879, 3.7257], [-1.8124, -1.1934, 2.5456], [-1.0674, -1.6042, 3.0566], [4.0475, -2.5694, 0.3342], [3.5427, -2.7022, -1.0843], [4.3564, -2.5173, -0.5828], [-3.5760, 1.5950, -0.9674], [-3.9695, 3.0640, -0.7365], [-3.2029, 2.4856, -0.8485], [1.8619, 3.5690, 1.2089], [0.4328, 3.3017, 0.4972], [1.4032, 3.1485, 0.4722], [2.0542, 1.5632, 0.8239], [3.3080, 0.5875, 0.2748], [2.4159, 0.6660, 0.6503], [2.6243, -1.1814, 1.4097], [2.9755, -2.2350, 2.5814], [2.9451, -2.0541, 1.6448]], "lowdin_charge": [-0.0048, -0.2604, -0.0086, 0.1074, -0.0609, 0.1621, 0.0985, 0.0791, 0.1113, 0.1387, 0.1590, 0.1545, 0.0230, 0.0687, 0.0476, -0.0500, 0.0330, 0.0294, -0.0664, 0.0046, 0.1117, -0.0847, 0.0267, 0.0301, -0.0743, 0.0176, 0.0552, -0.0625, 0.0460, 0.0986, -0.0626, 0.1632, 0.0401, -0.0661, 0.0723, 0.0123, -0.0649, 0.0065, 0.0677, -0.0581, 0.0066, 0.0639, -0.0637, 0.0760, 0.0111, -0.0564, 0.0015, -0.0049, -0.0987, -0.0011, 0.0632, -0.0379]}

***

Entry 2:
{"formula": "C4H33NO12", "method": "wB97M-V/def2-TZVPD", "de_lowest_kj_mol": 277.4, "homo_lumo_gap_ev": 9.59, "homo_ev": -9.571, "smiles": "CC[C@H](N)CO.O.O.O.O.O.O.O.O.O.O.O", "elements": ["C", "O", "C", "C", "C", "N", "H", "H", "H", "H", "H", "H", "H", "H", "H", "H", "H", "H", "H", "O", "H", "H", "O", "H", "H", "O", "H", "H", "O", "H", "H", "O", "H", "H", "O", "H", "H", "O", "H", "H", "O", "H", "H", "O", "H", "H", "O", "H", "H", "O"], "coordinates": [[-2.2507, 2.3099, -0.9635], [-2.8156, 1.1281, -0.3274], [-0.7223, 2.3410, -1.0272], [-0.1725, 2.2217, -2.4334], [1.1461, 2.9336, -2.7182], [-0.0930, 1.3532, -0.1305], [-2.8179, 2.3168, -1.8885], [-2.6985, 3.1689, -0.4675], [-2.4433, 1.0953, 0.5602], [-0.4388, 3.2996, -0.6083], [-0.0919, 1.1859, -2.7655], [-0.9003, 2.6523, -3.1352], [1.0145, 3.9915, -2.9656], [1.6289, 2.5353, -3.6025], [1.8987, 2.8531, -1.9326], [-0.6959, 0.6672, 0.2911], [0.6056, 0.8673, -0.6604], [-0.3273, -1.1774, 1.9887], [0.3492, -1.4237, 0.6020], [-0.2703, -1.7928, 1.2450], [2.1537, -3.6706, -0.7461], [2.4671, -3.4658, 0.7894], [1.7784, -3.6569, 0.1478], [-1.8246, -0.1460, -4.5172], [-2.8025, -1.0256, -3.7571], [-1.8820, -0.7386, -3.7538], [0.8673, 2.4649, 2.1773], [0.8497, 1.8002, 3.5097], [1.4290, 2.3411, 2.9598], [1.4944, -2.8495, 3.7858], [2.7790, -1.9467, 3.9780], [2.4408, -2.7664, 3.6129], [-4.2562, 0.5234, 1.7875], [-3.6946, 1.8732, 1.9555], [-3.5896, 0.9827, 2.3164], [0.2822, -2.0711, -1.4651], [-0.1191, -0.7838, -1.9757], [0.5900, -1.1493, -1.4180], [-1.9070, -3.0439, 1.7257], [-1.0965, -4.2973, 1.8513], [-1.9004, -3.8919, 2.2031], [2.5509, -1.1910, -1.9381], [3.9758, -1.4169, -1.8082], [3.2877, -1.5129, -2.4823], [-2.2041, -0.1702, 3.3971], [-2.1785, -1.5804, 3.9491], [-1.5904, -0.8634, 3.6803], [4.3576, -0.6316, 0.8084], [3.5830, 0.5075, 0.1963], [4.2545, -0.1501, -0.0305]], "lowdin_charge": [-0.1718, -0.1031, -0.3566, -0.2204, -0.0944, 0.0690, 0.1128, 0.1089, 0.0284, 0.1255, 0.0887, 0.1112, 0.0746, 0.0691, 0.0729, 0.0420, 0.0397, 0.0121, 0.0009, -0.0722, 0.0392, 0.0284, -0.0527, 0.0470, 0.0455, -0.0487, 0.0069, 0.0247, -0.0736, 0.0384, 0.0304, -0.0544, 0.0676, 0.0570, -0.0452, 0.0755, 0.0387, -0.0678, 0.0051, 0.0295, -0.0829, -0.0200, 0.0057, -0.0837, 0.0062, 0.0506, -0.0561, 0.0544, 0.0451, -0.0483]}

***

Entry 3:
{"formula": "C4H33O14", "method": "wB97M-V/def2-TZVPD", "de_lowest_kj_mol": 242.8, "total_charge": -1, "homo_lumo_gap_ev": 9.71, "homo_ev": -7.005, "elements": ["C", "O", "C", "C", "C", "O", "H", "H", "H", "H", "H", "H", "H", "H", "H", "H", "H", "O", "H", "H", "O", "H", "H", "O", "H", "H", "O", "H", "H", "O", "H", "H", "O", "H", "H", "O", "H", "H", "O", "H", "H", "O", "H", "H", "O", "H", "H", "O", "H", "H", "O"], "coordinates": [[-1.2459, 2.3729, 1.1485], [-2.1849, 3.1900, 0.3913], [-1.2743, 0.9011, 0.8740], [-1.4380, 0.6661, -0.6733], [-1.9014, -0.7700, -0.9531], [-0.2431, 0.7079, -1.3187], [-1.7018, 2.7905, 2.0688], [-0.2574, 2.8310, 1.0004], [-0.2334, 0.3237, 1.0797], [-2.0775, 0.3570, 1.4427], [-2.1858, 1.3069, -1.0754], [-1.0936, -1.4742, -0.7221], [-2.2267, -0.9090, -1.9991], [-2.7620, -0.9311, -0.3779], [-0.2565, 2.6498, -2.1071], [-1.9981, -1.6220, 2.9507], [-2.7249, -1.4742, 1.7133], [-2.4613, -2.1434, 2.3523], [0.6104, -3.5413, 2.5595], [0.9823, -2.5729, 3.5279], [1.3582, -3.4234, 3.1483], [1.2796, -1.0338, 0.6353], [0.6354, -0.6154, -0.5511], [1.1304, -1.3891, -0.2395], [-4.1301, 1.1450, 0.9725], [-3.4962, 2.1133, 0.0473], [-4.1687, 1.4785, 0.0252], [3.8235, 2.3240, 1.1263], [2.5538, 1.8406, 0.6988], [3.3575, 1.5313, 1.3463], [0.4990, -3.3240, -4.0126], [0.6344, -2.5087, -2.6622], [0.9889, -3.2365, -3.2797], [-0.7562, -3.2028, 0.5110], [0.6867, -2.7327, 0.5109], [0.0297, -3.4204, 0.9269], [-1.9480, 3.4731, -0.3966], [0.3681, 3.7106, -1.2167], [-0.3911, 3.5293, -1.9450], [1.9722, 2.1457, -1.2121], [0.6763, 1.3865, -0.8416], [1.5555, 2.1844, -0.4084], [5.0192, -0.7079, -1.2905], [3.7457, -0.2481, -0.8793], [4.6236, 0.0579, -0.9626], [0.9475, -0.7342, -3.6626], [-0.0313, -0.2970, -2.6068], [0.0550, -0.8831, -3.4277], [2.0780, 0.2379, 2.4951], [2.0988, -1.4330, 2.6315], [1.4784, -0.6268, 2.6372]], "lowdin_charge": [-0.1905, -0.0774, -0.0937, -0.4658, -0.0251, -0.2447, 0.1298, 0.1091, 0.1489, 0.0919, 0.1076, 0.0667, 0.1006, 0.0442, -0.0568, -0.0021, 0.0013, -0.0150, -0.0282, 0.0407, -0.1022, 0.0089, 0.0023, -0.0503, 0.0751, -0.0616, -0.0539, -0.0024, 0.0216, -0.1576, -0.0559, 0.0501, -0.0678, -0.0203, 0.0507, -0.0826, -0.0231, 0.1148, -0.0693, -0.0219, 0.0681, -0.1997, -0.0007, -0.0070, -0.0175, 0.0183, 0.0196, -0.0889, 0.0955, 0.0682, -0.1521]}

***

Entry 4:
{"formula": "C4H34BO25", "method": "wB97M-V/def2-TZVPD", "de_lowest_kj_mol": 240.0, "total_charge": -1, "homo_lumo_gap_ev": 9.56, "homo_ev": -7.924, "elements": ["O", "C", "O", "B", "O", "C", "O", "O", "C", "O", "C", "O", "O", "O", "H", "H", "O", "H", "H", "O", "H", "H", "O", "H", "H", "O", "H", "H", "O", "H", "H", "O", "H", "H", "O", "H", "H", "O", "H", "H", "O", "H", "H", "O", "H", "H", "O", "H", "H", "O", "H", "H", "O", "H", "H", "O", "H", "H", "O", "H", "H", "O", "H", "H"], "coordinates": [[-3.3264, -1.6787, 0.6231], [-2.3700, -0.9075, 0.5499], [-1.3279, -1.0969, -0.1587], [-0.2979, -0.1066, 0.0928], [-0.8625, 0.7202, 1.2150], [-2.0396, 0.2009, 1.5220], [-2.8057, 0.5822, 2.3835], [0.0648, 0.7288, -1.0678], [1.3439, 0.5231, -1.3425], [1.9186, 0.9137, -2.3350], [1.8865, -0.3445, -0.2468], [0.9550, -0.6919, 0.5262], [3.0808, -0.7313, -0.2078], [-5.5458, -1.6256, 2.5342], [-4.7759, -1.2268, 2.1288], [-5.6269, -2.4787, 2.1076], [1.3748, 4.4572, -2.9299], [2.1069, 3.8446, -2.8584], [0.7181, 4.1184, -2.3215], [-3.6356, -4.3907, 1.3076], [-3.1217, -3.6032, 1.1283], [-4.4967, -4.2057, 0.9329], [-0.7310, 1.5257, 4.0184], [-1.0219, 0.7899, 4.5572], [-0.2433, 1.1202, 3.3015], [4.6423, 2.2360, 1.0584], [4.7917, 2.0066, 1.9756], [4.3146, 1.4298, 0.6598], [0.0296, -3.3169, 2.3454], [0.0351, -2.4335, 2.7139], [-0.0011, -3.8948, 3.1078], [-2.4356, 3.6353, 2.2460], [-3.3776, 3.4723, 2.1979], [-2.0794, 2.8586, 2.6773], [-5.5218, -0.0869, -1.6092], [-5.4117, -0.0657, -2.5598], [-4.8675, -0.7163, -1.3058], [2.0389, 1.9513, -5.5321], [1.7512, 2.8444, -5.3430], [2.6014, 1.7188, -4.7934], [-0.1769, -4.0437, -0.2574], [-0.2872, -3.5503, 0.5555], [0.7185, -3.8509, -0.5355], [3.7246, 2.9082, -3.2471], [4.2700, 3.0511, -2.4736], [4.3397, 2.6331, -3.9270], [-0.1100, 3.9332, 0.0706], [-0.6024, 3.3035, 0.5971], [-0.7578, 4.5890, -0.1873], [2.2336, -3.4541, -1.3593], [2.7326, -4.1154, -1.8388], [2.8988, -2.8796, -0.9803], [-1.4378, -1.2875, -3.0950], [-1.3983, -1.3940, -2.1445], [-0.7731, -1.8884, -3.4316], [5.6007, -0.4778, -2.3390], [5.2820, 0.1017, -1.6470], [5.2743, -0.0862, -3.1492], [4.2808, -2.8088, 1.3330], [3.9779, -2.0957, 0.7708], [5.0552, -2.4564, 1.7714], [-4.4931, 1.8391, 4.3027], [-3.7485, 1.2875, 4.0628], [-4.3345, 2.6669, 3.8492]], "lowdin_charge": [0.1152, -0.3444, 0.2544, -0.8608, 0.2180, -0.3461, 0.1294, 0.2532, -0.3508, 0.1622, -0.3534, 0.3022, 0.0681, -0.0522, -0.0114, 0.0090, -0.0580, -0.0281, 0.0079, -0.0510, -0.0077, 0.0201, -0.0253, 0.0453, 0.0220, -0.0460, 0.0318, 0.0008, -0.0155, 0.0438, 0.0604, -0.0349, 0.0284, -0.0096, -0.0490, 0.0297, 0.0075, -0.0518, 0.0252, -0.0142, -0.0690, -0.0347, -0.0331, -0.0432, 0.0604, 0.0523, -0.0399, -0.0011, 0.0377, -0.0191, 0.0626, 0.0221, -0.0336, -0.0027, 0.0373, -0.0474, 0.0098, 0.0226, -0.0545, -0.0297, 0.0256, -0.0461, -0.0079, 0.0073]}